{"formula": "C49H119NO21", "method": "the ωB97M-V functional and the def2-TZVPD basis", "homo_ev": -7.61, "multiplicity": 1, "smiles": "CC1(C)CCCC(C)(C)N1O.COCCOC.COCCOC.COCCOC.COCCOC.COCCOC.COCCOC.COCCOC.COCCOC.COCCOC.COCCOC", "relative_energy_kcal_mol": 157.71, "symbols": ["C", "C", "C", "C", "C", "C", "C", "C", "C", "N", "O", "H", "H", "H", "H", "H", "H", "H", "H", "H", "H", "H", "H", "H", "H", "H", "H", "H", "H", "H", "C", "O", "C", "C", "O", "C", "H", "H", "H", "H", "H", "H", "H", "H", "H", "H", "C", "O", "C", "C", "O", "C", "H", "H", "H", "H", "H", "H", "H", "H", "H", "H", "C", "O", "C", "C", "O", "C", "H", "H", "H", "H", "H", "H", "H", "H", "H", "H", "C", "O", "C", "C", "O", "C", "H", "H", "H", "H", "H", "H", "H", "H", "H", "H", "C", "O", "C", "C", "O", "C", "H", "H", "H", "H", "H", "H", "H", "H", "H", "H", "C", "O", "C", "C", "O", "C", "H", "H", "H", "H", "H", "H", "H", "H", "H", "H", "C", "O", "C", "C", "O", "C", "H", "H", "H", "H", "H", "H", "H", "H", "H", "H", "C", "O", "C", "C", "O", "C", "H", "H", "H", "H", "H", "H", "H", "H", "H", "H", "C", "O", "C", "C", "O", "C", "H", "H", "H", "H", "H", "H", "H", "H", "H", "H", "C", "O", "C", "C", "O", "C", "H", "H", "H", "H", "H", "H", "H", "H", "H", "H"], "coordinates": [[4.5218, 0.4284, -20.6317], [3.1509, 1.0543, -20.8339], [2.1816, 0.7595, -19.7301], [3.3007, 2.5121, -21.0480], [2.1887, 3.3405, -21.7034], [1.5607, 2.5894, -22.9138], [1.4385, 1.0014, -22.7112], [0.1581, 0.7355, -21.9915], [1.3925, 0.3863, -24.0788], [2.6293, 0.4062, -22.0556], [2.5620, -0.9704, -21.9798], [5.1163, 0.9531, -19.8839], [4.3129, -0.6050, -20.3549], [5.0973, 0.4179, -21.5573], [1.6133, -0.1382, -19.9734], [2.6354, 0.6410, -18.7462], [1.4776, 1.5852, -19.6258], [3.3774, 3.0730, -20.1165], [4.1745, 2.6635, -21.6818], [1.3689, 3.4035, -20.9878], [2.5816, 4.3197, -21.9773], [2.2682, 2.6418, -23.7413], [0.6273, 3.0350, -23.2577], [0.1072, -0.3236, -21.7389], [-0.7447, 0.8890, -22.5828], [-0.1033, 1.2655, -21.0757], [0.4867, 0.6886, -24.6044], [1.3198, -0.7011, -24.0627], [2.2874, 0.4476, -24.6981], [3.3242, -1.3314, -21.5212], [-5.7004, 7.4162, -16.7460], [-5.0639, 6.7612, -17.8569], [-4.3094, 5.6242, -17.4248], [-3.1921, 5.1841, -18.3613], [-3.1927, 3.7870, -18.4824], [-2.3250, 3.2820, -19.5582], [-4.9942, 7.6888, -15.9618], [-6.3933, 6.8214, -16.1508], [-6.1257, 8.3688, -17.0618], [-4.9073, 4.8664, -16.9185], [-3.7591, 5.9274, -16.5341], [-2.1780, 5.5009, -18.1177], [-3.5739, 5.5698, -19.3066], [-2.5944, 2.2457, -19.7622], [-1.2674, 3.2853, -19.2947], [-2.4244, 3.7791, -20.5231], [8.2600, -0.8680, -20.0156], [9.6564, -0.8168, -19.6478], [10.2757, -2.1003, -19.9943], [9.7893, -3.3799, -19.2177], [10.7183, -4.4683, -19.1267], [11.1716, -4.9323, -20.4465], [7.8916, -1.5061, -19.2123], [8.1400, -1.4139, -20.9514], [7.6932, 0.0630, -20.0208], [11.2602, -1.9980, -19.5379], [10.3757, -2.2572, -21.0683], [8.8512, -3.6901, -19.6778], [9.4535, -3.0320, -18.2408], [11.8954, -5.7342, -20.3010], [11.7623, -4.1141, -20.8584], [10.3560, -5.0915, -21.1519], [-0.6158, 5.9903, -22.2624], [-1.3205, 6.3554, -23.4861], [-2.3345, 7.3114, -23.2766], [-3.1314, 7.6138, -24.5241], [-4.0070, 6.5358, -24.9419], [-5.0006, 7.0597, -25.7983], [0.1481, 5.3007, -22.6214], [-1.2430, 5.3620, -21.6299], [-0.1591, 6.8338, -21.7446], [-1.8824, 8.2942, -23.1430], [-2.9515, 6.8098, -22.5311], [-2.5146, 7.7676, -25.4095], [-3.6025, 8.5699, -24.2960], [-5.5894, 7.7991, -25.2554], [-5.6493, 6.2225, -26.0558], [-4.6382, 7.5736, -26.6887], [1.5716, -3.5634, -25.5242], [1.9153, -4.3042, -24.3537], [0.8279, -4.8384, -23.5517], [0.2250, -3.9716, -22.4228], [-1.0388, -4.4901, -21.9891], [-1.0775, -5.2566, -20.9065], [2.4673, -3.4309, -26.1310], [1.1680, -2.5894, -25.2475], [0.8235, -4.0406, -26.1572], [1.2247, -5.7350, -23.0754], [-0.0658, -5.2015, -24.0591], [-0.0443, -2.9628, -22.7359], [0.8800, -4.0104, -21.5525], [-2.0135, -5.8057, -20.8039], [-0.7763, -4.7203, -20.0066], [-0.2516, -5.9640, -20.9814], [6.0663, 5.1611, -23.6133], [6.2558, 6.1165, -24.6556], [5.4419, 7.2222, -24.7022], [4.0169, 6.9169, -25.4058], [3.2899, 5.8595, -24.8484], [1.9747, 5.5726, -25.2824], [6.1243, 5.6266, -22.6294], [6.8640, 4.4191, -23.6450], [5.1768, 4.5417, -23.7283], [5.9478, 7.9999, -25.2742], [5.2702, 7.6399, -23.7102], [4.0042, 6.7494, -26.4828], [3.5529, 7.8785, -25.1864], [1.8094, 4.4982, -25.2020], [1.9063, 5.6920, -26.3637], [1.2335, 6.1754, -24.7577], [3.9167, -1.5067, -12.2785], [4.0447, -1.3320, -13.7061], [3.1729, -2.2815, -14.3250], [3.4437, -2.2733, -15.8858], [2.2149, -2.8362, -16.4933], [1.9534, -2.2365, -17.7902], [4.5627, -0.7583, -11.8195], [4.0620, -2.4392, -11.7330], [2.9039, -1.1965, -12.0212], [2.1151, -2.0915, -14.1431], [3.3696, -3.3281, -14.0924], [4.2945, -2.8188, -16.2939], [3.7245, -1.2742, -16.2190], [1.8375, -1.1758, -17.5678], [1.0332, -2.4570, -18.3311], [2.8462, -2.4138, -18.3898], [5.6937, -2.3731, -23.3277], [4.9141, -2.5824, -22.1383], [4.7645, -3.9610, -21.7743], [6.0496, -4.4070, -21.1468], [7.1656, -4.6568, -22.0149], [7.0326, -5.7406, -22.9441], [6.2844, -3.2351, -23.6376], [6.3225, -1.5238, -23.0602], [5.0700, -2.1119, -24.1826], [4.3266, -4.5051, -22.6111], [3.9454, -4.0001, -21.0562], [5.7491, -5.3171, -20.6275], [6.3112, -3.6522, -20.4053], [6.0986, -5.8934, -23.4849], [6.9845, -6.7794, -22.6172], [7.8876, -5.8153, -23.6160], [-3.6551, 1.8147, -23.9130], [-4.7520, 1.7977, -24.7870], [-5.7947, 2.7611, -24.5950], [-6.4114, 2.6506, -23.0806], [-5.8013, 3.2990, -21.9900], [-5.7711, 4.7605, -21.8826], [-3.9299, 1.6813, -22.8667], [-3.1696, 2.7902, -23.9423], [-3.0144, 0.9701, -24.1664], [-6.5764, 2.4787, -25.3001], [-5.3452, 3.7323, -24.8021], [-6.3712, 1.5880, -22.8412], [-7.4986, 2.6897, -23.1486], [-5.5417, 5.2441, -22.8321], [-4.9926, 4.8858, -21.1300], [-6.7374, 5.0571, -21.4746], [-3.7304, -5.5556, -23.3787], [-4.7214, -4.9272, -22.6205], [-5.2780, -3.8675, -23.2747], [-4.2869, -2.6259, -23.3607], [-3.2534, -2.9380, -24.3512], [-2.3126, -1.8945, -24.6886], [-3.6779, -6.5258, -22.8847], [-2.7556, -5.0811, -23.2664], [-3.9552, -5.6981, -24.4357], [-6.1392, -3.5203, -22.7038], [-5.6570, -4.0561, -24.2791], [-3.7477, -2.4149, -22.4372], [-4.7431, -1.6596, -23.5758], [-1.4847, -2.3472, -25.2341], [-1.9218, -1.4096, -23.7940], [-2.6755, -1.0760, -25.3103], [8.8743, 1.1225, -27.0309], [9.9868, 1.6406, -26.3766], [9.7745, 1.8946, -24.9738], [9.2561, 0.6008, -24.2384], [7.8915, 0.3160, -24.2196], [7.0637, 1.3391, -23.8383], [8.8980, 1.5247, -28.0437], [7.9453, 1.5258, -26.6281], [8.7224, 0.0432, -27.0441], [9.2437, 2.8302, -24.7974], [10.6845, 2.2792, -24.5133], [9.4899, 0.7856, -23.1899], [9.8393, -0.2676, -24.5448], [7.4129, 1.8529, -22.9427], [6.2056, 0.7889, -23.4521], [6.8247, 1.9324, -24.7209]], "atomic_forces_ev_per_a": [[-0.13, -0.20, 0.26], [-0.66, -1.18, -0.64], [-0.52, 0.04, 1.32], [0.15, 2.21, -1.00], [-1.44, -2.03, -0.65], [2.15, -1.04, 0.16], [0.41, 1.11, 0.23], [-1.90, -1.21, 0.67], [-0.61, -1.38, -1.05], [1.47, 3.32, -1.16], [-1.93, -1.20, 0.14], [-0.18, -0.19, 0.28], [0.78, -0.02, 0.51], [-0.17, 0.07, -0.10], [0.09, -0.06, 0.26], [0.20, -0.06, 0.02], [-0.13, -0.05, 0.01], [0.93, -0.54, 0.40], [0.38, 0.13, 0.20], [-0.02, 0.61, 0.28], [-0.23, 0.02, 0.06], [0.08, 0.38, -0.20], [-0.17, -0.31, 0.14], [0.04, -0.22, 0.15], [0.15, 0.18, -0.63], [0.72, 0.30, 0.07], [0.17, 0.39, -0.28], [-0.34, -0.21, 0.67], [0.10, 0.99, 0.15], [0.58, 0.22, -0.49], [0.83, 0.15, 0.17], [-0.25, -0.35, 0.49], [1.14, 0.99, 2.56], [-1.66, -0.49, -1.38], [0.92, -1.48, -1.25], [-0.72, -0.08, 0.84], [0.75, 0.08, -0.15], [-0.56, -0.41, -0.71], [-0.26, -0.40, -0.36], [-0.47, -0.66, -1.14], [0.19, 0.64, 0.44], [-0.18, 0.59, 0.14], [0.75, 0.56, -0.56], [-0.21, 0.02, 0.38], [0.10, 0.26, 0.33], [-0.37, 0.56, 0.14], [0.56, -1.43, 1.04], [-0.17, -0.93, -1.28], [1.12, 0.26, 1.94], [-1.17, 0.71, -0.99], [-0.28, 0.39, -1.03], [0.32, 1.74, 1.13], [-1.09, 0.02, -0.17], [-0.12, 0.21, -0.29], [0.72, 0.26, 0.03], [0.43, 0.29, -0.54], [-0.35, 0.20, -0.08], [-0.08, -0.63, -0.32], [0.69, -0.29, 0.41], [-0.65, -0.30, 0.08], [0.12, 0.06, -0.28], [-0.17, -0.56, 0.26], [-0.38, -0.62, -1.79], [1.16, -0.24, 0.48], [0.27, -0.96, -1.20], [0.05, -1.51, -0.69], [0.25, 1.26, 0.62], [-0.53, -0.30, 0.53], [0.30, 0.25, 0.11], [-0.33, 0.43, 0.34], [-0.20, 0.09, 0.03], [0.04, 0.10, 1.34], [-0.56, 1.19, 0.57], [0.63, 0.36, 0.22], [-0.87, -0.11, -0.17], [-0.27, 0.11, 0.10], [0.03, 0.13, -0.25], [0.42, -0.25, -0.20], [-0.33, 0.13, 0.48], [-1.12, -0.45, 0.41], [-0.01, -0.12, 0.22], [-0.31, -0.03, 0.39], [-0.56, 2.05, -3.40], [1.72, -1.95, 2.11], [0.09, -0.02, 0.28], [0.07, 0.21, -0.03], [-0.11, -0.42, 0.12], [0.31, 0.00, -0.06], [0.18, 0.21, -1.03], [0.68, 0.13, -0.06], [0.29, 0.63, 0.00], [-0.04, 0.32, 0.00], [-0.64, 0.38, 0.54], [-0.02, -0.96, 0.14], [0.15, -0.15, -0.21], [1.26, -1.31, 0.14], [-2.20, -1.11, -0.82], [0.45, 1.22, 0.67], [0.64, -0.84, 1.45], [0.72, 0.09, -0.87], [-0.30, 0.16, 0.11], [0.43, 0.36, -0.30], [-0.47, 0.51, 0.01], [-0.09, -0.08, -0.26], [-0.29, -0.06, 0.28], [0.75, 0.29, -0.24], [-0.73, 0.29, -0.33], [-0.06, 0.06, 0.74], [-0.18, 0.61, -0.26], [-0.14, -0.09, -0.07], [-0.47, 2.08, 0.13], [-0.41, -2.16, 1.03], [1.23, -0.28, -2.57], [-1.65, -0.01, 0.06], [0.41, 0.60, -0.29], [0.98, 0.95, 1.39], [0.16, -0.09, -0.09], [0.46, -0.65, -1.04], [-0.28, 0.01, 0.14], [-0.01, 0.32, -0.02], [0.18, 0.02, 0.92], [0.11, -0.76, 0.74], [-0.90, 0.56, -0.03], [0.32, 0.31, -0.41], [0.02, -1.09, 0.55], [-0.17, 0.16, -0.52], [-0.27, 0.47, 0.33], [-0.28, -0.50, -0.38], [-0.32, 1.64, -0.75], [-0.49, -1.62, -0.22], [-0.43, -0.68, -0.29], [-0.25, -1.06, -0.11], [0.08, 0.09, 0.41], [0.31, -0.12, -0.50], [-0.33, 0.16, 0.09], [0.59, -0.41, -0.33], [0.21, 0.12, 0.51], [0.53, -0.45, 0.38], [0.42, -0.06, -0.20], [-0.33, 1.65, -0.58], [0.64, -0.13, 1.88], [-0.10, 0.91, -0.06], [-0.38, 0.37, 0.51], [-0.72, -0.54, -0.46], [0.70, -0.66, 2.59], [0.24, -0.69, -1.69], [0.24, 0.62, -0.58], [-0.38, -2.01, 0.07], [-0.35, -0.12, 0.19], [0.53, 0.04, -0.25], [0.15, 0.33, -0.28], [0.08, 0.24, 0.03], [-0.40, 0.41, 0.01], [0.73, -0.21, 0.03], [-0.38, 1.29, 0.10], [0.08, 0.05, 0.05], [-0.06, 0.50, -0.18], [0.02, 0.41, -0.11], [1.00, -1.41, 0.77], [-0.45, -0.22, -0.11], [0.40, 3.36, 0.12], [1.02, -0.55, -0.77], [-0.22, 0.90, -0.38], [-0.47, -0.51, 0.66], [0.32, -0.36, -0.37], [-0.19, 0.15, -0.18], [-0.33, 0.20, -0.04], [-0.04, -0.04, 0.21], [0.25, -0.43, -0.28], [-0.13, -0.56, 0.54], [-0.60, -0.12, -0.55], [-0.08, -0.23, 0.13], [0.17, -0.11, 0.34], [-0.70, -0.15, -0.19], [-1.25, 0.84, -0.67], [0.73, 0.35, 1.33], [-0.14, -1.04, -0.52], [0.98, 2.02, 1.07], [0.90, -1.63, -1.28], [-1.08, -0.58, 0.58], [0.18, -0.39, -0.22], [-0.16, 0.13, 0.27], [0.60, -0.21, 0.15], [-1.38, -0.26, -0.34], [0.78, -1.06, -0.28], [0.55, -0.01, 0.40], [-0.30, 0.03, -0.30], [0.45, 0.71, -0.21], [-0.67, 0.43, -0.41], [-0.24, 0.65, 0.47]], "mulliken_charge": [-2.28, 2.87, -1.67, -1.86, -0.38, -1.39, 2.00, -1.17, -1.95, -0.04, 0.85, 0.46, 0.63, 0.10, 0.18, 0.49, -0.17, 0.29, 0.41, 0.09, 0.51, 0.19, 0.81, 0.01, 0.23, 0.03, 0.45, -0.05, 0.37, -0.13, -0.83, -0.29, -0.77, 0.26, -0.47, -0.46, 0.35, 0.33, 0.26, 0.44, 0.31, 0.30, -0.16, 0.29, 0.46, -0.10, -0.51, -0.50, -0.44, -0.02, -0.42, -0.59, 0.37, 0.18, 0.22, 0.39, 0.32, -0.09, 0.38, 0.26, 0.29, 0.18, 0.38, -0.24, -0.10, -0.81, -0.12, -0.87, -0.40, -0.20, 0.39, 0.26, 0.03, 0.35, 0.46, 0.37, 0.22, 0.33, -0.47, -0.24, -0.82, 0.36, -0.21, -0.85, 0.25, 0.00, 0.39, 0.20, 0.50, -0.42, 0.48, 0.22, 0.26, 0.38, -0.35, -0.38, -0.63, -0.53, -0.15, -0.64, 0.35, 0.04, 0.15, 0.37, 0.36, 0.40, 0.29, 0.12, 0.41, 0.25, -0.78, -0.31, -0.42, -0.47, -0.47, -0.68, 0.28, 0.31, 0.32, 0.33, 0.27, 0.32, 0.30, 0.33, 0.42, 0.26, -0.60, 0.23, -0.24, -0.81, -0.22, -0.93, 0.29, -0.07, 0.19, 0.27, 0.24, 0.40, 0.24, 0.33, 0.36, 0.33, -0.29, -0.46, -0.11, -0.78, -0.29, 0.20, 0.33, 0.43, -0.22, 0.33, 0.06, 0.36, 0.46, 0.03, -0.32, 0.28, -0.50, -0.36, -0.69, -0.34, -0.36, -0.37, 0.33, 0.05, 0.33, 0.38, 0.34, 0.25, 0.42, 0.18, -0.07, 0.48, -0.51, -0.40, -0.37, -0.41, -0.29, -0.39, 0.33, 0.12, 0.22, 0.13, 0.43, 0.33, 0.35, 0.39, -0.28, 0.26]}